{
  "formula": "C13H14BrCl3F7IKLiN6Na2O10S2",
  "method": "ωB97M-V/def2-TZVPD",
  "gap_ev": 5.01,
  "elements": ["C", "C", "Cl", "C", "Cl", "N", "N", "C", "N", "C", "N", "C", "C", "O", "I", "H", "H", "H", "H", "H", "H", "H", "H", "N", "O", "O", "O", "Na", "F", "Cl", "O", "C", "O", "C", "C", "C", "H", "H", "H", "H", "H", "H", "Na", "C", "F", "F", "F", "S", "O", "O", "N", "S", "O", "O", "C", "F", "F", "F", "Li", "K", "Br"],
  "positions_angstrom": [[-2.65631, -7.29283, 1.28190], [-2.89990, -7.00734, -0.14150], [-2.91991, -8.31236, -1.19422], [-3.12049, -5.77090, -0.65954], [-3.46119, -5.65044, -2.37387], [-3.11315, -4.67395, 0.19077], [-4.20584, -4.20572, 0.85752], [-3.85043, -3.19483, 1.60646], [-2.56697, -2.92900, 1.46312], [-2.12327, -3.83053, 0.57032], [-0.86175, -3.79916, 0.14883], [0.07511, -2.80838, 0.69892], [1.16653, -2.42363, -0.31108], [0.96794, -2.35612, -1.48816], [3.06307, -1.97956, 0.58056], [-3.05348, -6.51780, 1.94111], [-1.57278, -7.39622, 1.45226], [-3.11061, -8.24349, 1.56391], [-5.10954, -4.64084, 0.73519], [-4.51977, -2.66069, 2.26021], [-0.61740, -4.49533, -0.53860], [0.53311, -3.22917, 1.61294], [-0.41459, -1.87229, 0.96395], [1.84533, 0.87046, -1.25576], [3.04984, 1.04574, -1.15818], [1.15223, 0.59648, -0.26208], [1.28222, 0.97230, -2.39667], [0.83790, -5.05330, 2.07445], [0.44138, -2.51862, 4.29991], [0.60723, -7.79245, 0.94656], [5.27346, -1.32519, 3.42083], [6.11708, -0.64733, 2.91981], [7.44170, -0.76232, 3.20683], [8.17888, 0.26685, 2.52601], [7.29567, 0.68911, 1.36106], [5.89587, 0.47770, 1.92894], [8.36110, 1.08470, 3.22724], [9.13567, -0.13308, 2.19701], [7.48670, 1.70548, 1.02144], [7.45359, 0.01780, 0.51507], [5.53521, 1.35547, 2.46600], [5.18616, 0.18299, 1.16174], [-0.30706, 2.10170, -2.74595], [-1.51870, 9.56385, -0.12880], [-0.46052, 10.04730, 0.50767], [-2.37241, 9.09516, 0.78679], [-2.12990, 10.58828, -0.75101], [-1.03119, 8.25802, -1.32003], [-0.44141, 7.22746, -0.52829], [-0.16223, 8.91087, -2.25133], [-2.50647, 7.94456, -1.86952], [-2.60538, 6.83984, -2.97189], [-2.36415, 5.49443, -2.55392], [-2.07767, 7.19420, -4.27285], [-4.42564, 6.91123, -3.17836], [-4.84233, 8.16040, -3.56002], [-5.08032, 6.63948, -2.06127], [-4.87108, 6.06229, -4.10231], [-1.57090, -6.75979, -2.79473], [-4.26325, 9.34640, -5.04536], [-5.17497, -9.36797, -0.57999]],
  "forces_ev_per_angstrom": [[-0.104, -0.018, 0.545], [0.351, -0.379, -0.400], [2.632, 0.823, -0.460], [0.124, -0.754, 0.479], [-0.436, 1.265, -0.049], [0.521, 0.555, -0.777], [-1.815, -0.728, -0.116], [0.768, 0.500, 0.281], [-0.196, 0.050, -0.034], [0.433, 1.140, 0.594], [-0.701, -0.363, -0.285], [1.037, -0.607, 0.090], [0.113, 0.158, -0.533], [-0.025, -0.340, 0.605], [-0.537, -0.378, 0.061], [0.005, 0.017, -0.111], [-0.011, -0.045, -0.172], [-0.115, -0.004, -0.212], [0.065, -0.192, 0.009], [-0.102, -0.030, 0.002], [0.528, 0.184, -0.031], [-0.332, 1.457, -0.236], [-0.179, -0.157, 0.241], [0.495, -0.074, 0.754], [0.000, -0.019, -0.256], [-0.406, 0.071, -0.336], [0.510, -0.390, -0.165], [0.316, -0.986, 0.787], [-0.106, -0.804, -1.013], [0.043, 1.109, -0.077], [0.175, -0.353, 0.031], [-0.368, 0.341, 0.075], [-0.012, -0.019, -0.077], [0.091, 0.098, -0.106], [-0.091, 0.134, -0.096], [0.591, -0.108, -0.332], [-0.032, -0.005, 0.005], [-0.015, -0.139, 0.153], [0.043, 0.001, 0.061], [0.024, 0.008, 0.011], [-0.141, -0.060, -0.006], [-0.251, 0.137, 0.151], [-0.716, 0.643, 0.015], [-0.716, 0.539, 0.547], [0.184, -0.208, -0.240], [0.089, -0.151, -0.148], [0.116, -0.142, -0.162], [1.077, 0.540, 0.677], [-0.445, -0.403, 0.070], [-0.423, 0.171, -0.470], [0.250, -0.389, -0.623], [0.384, -0.027, -0.048], [-0.029, -0.355, 0.076], [-0.614, 0.408, -0.065], [-0.977, -0.977, 1.121], [-1.347, -2.540, 3.200], [0.260, 0.072, 0.088], [0.379, 0.210, -0.341], [0.223, -0.667, 0.363], [1.852, 3.091, -3.741], [-2.436, -0.912, 0.626]]
}